DFT (wB97M-V/def2-TZVPD) results for 13 unconnected molecules or ions with the total composition C47H117N3O13 in a non-equilibrium geometry.

Charge   0
Kohn-Sham gap   7.89 eV
Relative energy (zero: lowest compared OMol25 entry of this formula, charge and spin)   112.2 kcal/mol
E_HOMO   -7.55 eV
LUMO level   0.341 eV
Largest force on an atom   0.0694 Eh/bohr

Each atom is followed by the atoms it is bonded to, with distances in Å.
CARTESIAN COORDINATES (ANGSTROEM)
1 O -2.12 2.25 -6.23  C26 1.407, H80 0.960
2 O 0.40 -3.70 -5.22  N14 1.380, H166 0.960
3 O 2.26 6.55 -2.48  C39 1.365, H121 0.960
4 O -5.18 -0.60 1.21  C32 1.399, H173 0.960
5 O -4.59 -1.66 6.36  N16 1.359, H109 0.960
6 O 2.46 -0.31 0.62  N15 1.351, H155 0.960
7 O -1.89 5.03 2.62  C27 1.383, H169 0.960
8 O 0.58 5.94 4.09  C35 1.404, H101 0.960
9 O 1.86 -3.24 -2.68  C51 1.443, H177 0.960
10 O 2.52 3.94 -4.32  C50 1.408, H141 0.960
11 O 4.33 -0.58 3.69  C61 1.376, H91 0.960
12 O 3.07 -0.84 -2.16  C24 1.408, H145 0.960
13 O 6.87 0.81 -0.66  C43 1.356, H112 0.960
14 N -0.97 -3.88 -5.34  O2 1.380, C23 1.467, C55 1.501
15 N 1.63 0.69 0.23  O6 1.351, C36 1.487, C54 1.440
16 N -3.92 -2.49 5.53  O5 1.359, C42 1.451, C53 1.537
17 C -4.74 1.03 -0.59  C32 1.564, H73 1.090, H77 1.090, H168 1.090
18 C 1.20 3.20 0.19  C38 1.511, C54 1.605, H127 1.090, H165 1.090
19 C -0.10 -0.85 -0.47  C36 1.533, H83 1.090, H122 1.090, H178 1.090
20 C -3.81 -4.29 -5.12  C44 1.580, C63 1.507, H134 1.090, H149 1.090
21 C 2.81 -5.61 -3.03  C51 1.577, H110 1.090, H159 1.090, H160 1.090
22 C 3.45 2.20 -0.19  C54 1.561, H71 1.090, H104 1.090, H118 1.090
23 C -1.40 -5.25 -5.05  N14 1.467, C28 1.548, C34 1.576, C44 1.550
24 C 3.00 -0.03 -3.31  O12 1.408, C62 1.522, H68 1.090, H76 1.090
25 C -2.26 3.01 3.83  C27 1.499, H78 1.090, H171 1.090, H176 1.090
26 C -2.44 2.22 -4.86  O1 1.407, C48 1.546, H84 1.090, H111 1.090
27 C -2.62 4.45 3.64  O7 1.383, C25 1.499, H97 1.090, H135 1.090
28 C -1.39 -5.60 -3.55  C23 1.548, H128 1.090, H150 1.090, H151 1.090
29 C -1.64 -2.18 6.66  C42 1.534, H79 1.090, H87 1.090, H139 1.090
30 C 4.86 3.90 -3.61  C50 1.537, H81 1.090, H102 1.090, H146 1.090
31 C 2.16 4.38 5.08  C35 1.575, H66 1.090, H117 1.090, H119 1.090
32 C -4.59 -0.43 -0.05  O4 1.399, C17 1.564, H90 1.090, H93 1.090
33 C 6.76 3.15 -0.85  C43 1.522, H92 1.090, H115 1.090, H138 1.090
34 C -0.54 -6.28 -5.87  C23 1.576, H65 1.090, H136 1.090, H161 1.090
35 C 0.94 5.35 5.31  O8 1.404, C31 1.575, H163 1.090, H164 1.090
36 C 0.21 0.34 0.46  N15 1.487, C19 1.533, C37 1.596, C45 1.527
37 C -0.65 1.49 -0.24  C36 1.596, C38 1.556, H157 1.090, H179 1.090
38 C -0.29 2.92 0.24  C18 1.511, C37 1.556, H130 1.090, H156 1.090
39 C 2.37 6.50 -1.12  O3 1.365, C60 1.570, H126 1.090, H180 1.090
40 C 2.52 -0.11 5.16  C61 1.510, H70 1.090, H85 1.090, H137 1.090
41 C -3.32 -4.85 4.75  C49 1.504, C53 1.571, H144 1.090, H175 1.090
42 C -2.54 -2.05 5.42  N16 1.451, C29 1.534, C46 1.518, C56 1.527
43 C 7.01 1.82 -1.55  O13 1.356, C33 1.522, H69 1.090, H131 1.090
44 C -2.82 -5.42 -5.64  C20 1.580, C23 1.550, H108 1.090, H148 1.090
45 C -0.25 0.03 1.88  C36 1.527, H94 1.090, H100 1.090, H103 1.090
46 C -1.91 -2.88 4.31  C42 1.518, C49 1.523, H72 1.090, H96 1.090
47 C -1.76 -2.30 -3.60  C55 1.499, H74 1.090, H89 1.090, H170 1.090
48 C -1.65 3.30 -4.10  C26 1.546, H88 1.090, H133 1.090, H158 1.090
49 C -1.93 -4.39 4.42  C41 1.504, C46 1.523, H107 1.090, H129 1.090
50 C 3.83 4.34 -4.66  O10 1.408, C30 1.537, H123 1.090, H174 1.090
51 C 2.60 -4.34 -2.11  O9 1.443, C21 1.577, H114 1.090, H172 1.090
52 C -5.66 -4.16 5.47  C53 1.552, H113 1.090, H120 1.090, H154 1.090
53 C -4.15 -3.99 5.78  N16 1.537, C41 1.571, C52 1.552, C58 1.576
54 C 2.14 1.97 0.63  N15 1.440, C18 1.605, C22 1.561, C59 1.500
55 C -1.84 -2.69 -5.04  N14 1.501, C47 1.499, C57 1.602, C63 1.567
56 C -2.53 -0.65 4.80  C42 1.527, H106 1.090, H140 1.090, H143 1.090
57 C -1.43 -1.41 -5.91  C55 1.602, H64 1.090, H95 1.090, H152 1.090
58 C -3.89 -4.45 7.26  C53 1.576, H99 1.090, H124 1.090, H147 1.090
59 C 2.28 2.08 2.12  C54 1.500, H82 1.090, H125 1.090, H153 1.090
60 C 0.99 6.86 -0.47  C39 1.570, H67 1.090, H75 1.090, H132 1.090
61 C 3.24 -1.14 4.31  O11 1.376, C40 1.510, H86 1.090, H105 1.090
62 C 1.66 -0.12 -4.03  C24 1.522, H98 1.090, H162 1.090, H167 1.090
63 C -3.33 -2.91 -5.47  C20 1.507, C55 1.567, H116 1.090, H142 1.090
64 H -1.17 -1.68 -6.93  C57 1.090
65 H -0.88 -7.29 -5.68  C34 1.090
66 H 1.96 3.34 4.79  C31 1.090
67 H 1.15 6.83 0.61  C60 1.090
68 H 3.36 0.99 -3.17  C24 1.090
69 H 6.29 1.55 -2.33  C43 1.090
70 H 1.86 -0.57 5.89  C40 1.090
71 H 4.25 1.51 0.06  C22 1.090
72 H -2.45 -2.58 3.41  C46 1.090
73 H -4.33 1.16 -1.59  C17 1.090
74 H -2.00 -1.24 -3.54  C47 1.090
75 H 0.49 7.79 -0.73  C60 1.090
76 H 3.83 -0.41 -3.91  C24 1.090
77 H -5.80 1.27 -0.55  C17 1.090
78 H -2.65 2.63 4.78  C25 1.090
79 H -1.20 -3.17 6.73  C29 1.090
80 H -1.17 2.39 -6.29  O1 0.960
81 H 5.77 4.50 -3.68  C30 1.090
82 H 1.32 2.37 2.56  C59 1.090
83 H 0.42 -1.73 -0.09  C19 1.090
84 H -2.15 1.26 -4.44  C26 1.090
85 H 3.24 0.60 5.58  C40 1.090
86 H 2.54 -1.43 3.53  C61 1.090
87 H -2.30 -1.87 7.47  C29 1.090
88 H -0.61 2.98 -4.20  C48 1.090
89 H -0.77 -2.43 -3.17  C47 1.090
90 H -4.84 -1.16 -0.81  C32 1.090
91 H 4.78 -1.34 3.29  O11 0.960
92 H 5.67 3.27 -0.81  C33 1.090
93 H -3.50 -0.50 0.04  C32 1.090
94 H 0.55 -0.56 2.32  C45 1.090
95 H -2.21 -0.67 -6.09  C57 1.090
96 H -0.87 -2.66 4.08  C46 1.090
97 H -3.66 4.43 3.32  C27 1.090
98 H 1.17 -1.09 -3.99  C62 1.090
99 H -2.87 -4.39 7.63  C58 1.090
100 H -1.09 -0.66 1.97  C45 1.090
101 H 1.44 6.27 3.83  O8 0.960
102 H 4.44 3.91 -2.61  C30 1.090
103 H -0.60 0.88 2.47  C45 1.090
104 H 3.27 2.06 -1.25  C22 1.090
105 H 3.46 -2.00 4.93  C61 1.090
106 H -1.52 -0.34 4.54  C56 1.090
107 H -1.64 -4.82 3.46  C49 1.090
108 H -3.32 -6.31 -5.26  C44 1.090
109 H -5.43 -1.55 5.92  O5 0.960
110 H 1.89 -5.86 -3.55  C21 1.090
111 H -3.51 2.25 -4.70  C26 1.090
112 H 6.76 0.03 -1.20  O13 0.960
113 H -6.39 -3.46 5.88  C52 1.090
114 H 2.10 -4.63 -1.19  C51 1.090
115 H 7.25 3.24 0.12  C33 1.090
116 H -3.51 -2.82 -6.54  C63 1.090
117 H 2.63 4.19 6.05  C31 1.090
118 H 3.79 3.24 -0.12  C22 1.090
119 H 2.95 4.80 4.46  C31 1.090
120 H -5.96 -5.12 5.89  C52 1.090
121 H 2.51 7.44 -2.74  O3 0.960
122 H -1.17 -1.06 -0.45  C19 1.090
123 H 4.05 3.82 -5.60  C50 1.090
124 H -4.27 -5.43 7.54  C58 1.090
125 H 2.89 2.95 2.37  C59 1.090
126 H 2.65 5.50 -0.78  C39 1.090
127 H 1.43 4.01 0.87  C18 1.090
128 H -2.25 -5.25 -2.97  C28 1.090
129 H -1.16 -4.72 5.12  C49 1.090
130 H -0.75 3.65 -0.43  C38 1.090
131 H 8.00 1.75 -2.00  C43 1.090
132 H 0.26 6.07 -0.60  C60 1.090
133 H -1.80 3.38 -3.02  C48 1.090
134 H -4.04 -4.41 -4.06  C20 1.090
135 H -2.60 5.07 4.54  C27 1.090
136 H 0.54 -6.30 -5.71  C34 1.090
137 H 1.87 0.54 4.57  C40 1.090
138 H 7.00 3.99 -1.50  C33 1.090
139 H -0.89 -1.40 6.73  C29 1.090
140 H -2.82 0.15 5.48  C56 1.090
141 H 2.16 4.73 -3.91  O10 0.960
142 H -4.01 -2.28 -4.90  C63 1.090
143 H -3.19 -0.57 3.94  C56 1.090
144 H -3.19 -5.80 5.27  C41 1.090
145 H 2.75 -0.31 -1.43  O12 0.960
146 H 5.11 2.84 -3.70  C30 1.090
147 H -4.48 -3.82 7.93  C58 1.090
148 H -2.70 -5.47 -6.72  C44 1.090
149 H -4.82 -4.30 -5.53  C20 1.090
150 H -0.46 -5.20 -3.13  C28 1.090
151 H -1.39 -6.69 -3.46  C28 1.090
152 H -0.58 -0.84 -5.52  C57 1.090
153 H 2.74 1.26 2.66  C59 1.090
154 H -5.89 -4.26 4.41  C52 1.090
155 H 2.38 -0.23 1.57  O6 0.960
156 H -0.65 2.99 1.26  C38 1.090
157 H -0.63 1.47 -1.33  C37 1.090
158 H -1.82 4.31 -4.50  C48 1.090
159 H 2.94 -6.44 -2.33  C21 1.090
160 H 3.65 -5.38 -3.68  C21 1.090
161 H -0.63 -6.10 -6.95  C34 1.090
162 H 1.04 0.64 -3.55  C62 1.090
163 H 0.22 4.71 5.81  C35 1.090
164 H 1.32 6.08 6.03  C35 1.090
165 H 1.42 3.36 -0.87  C18 1.090
166 H 0.48 -3.79 -4.27  O2 0.960
167 H 1.71 0.24 -5.06  C62 1.090
168 H -4.25 1.78 0.03  C17 1.090
169 H -1.11 5.49 2.93  O7 0.960
170 H -2.36 -2.97 -2.97  C47 1.090
171 H -1.18 2.90 3.85  C25 1.090
172 H 3.51 -3.85 -1.77  C51 1.090
173 H -5.04 -1.52 1.42  O4 0.960
174 H 3.91 5.40 -4.88  C50 1.090
175 H -3.91 -5.18 3.89  C41 1.090
176 H -2.49 2.35 2.99  C25 1.090
177 H 2.22 -2.39 -2.42  O9 0.960
178 H 0.09 -0.76 -1.53  C19 1.090
179 H -1.67 1.31 0.10  C37 1.090
180 H 3.20 7.11 -0.75  C39 1.090

Mulliken population analysis, charges in e, atoms 1 to 99: O -0.54; O -0.38; O -0.45; O -0.55; O -0.49; O -0.60; O -0.46; O -0.46; O -0.12; O -0.34; O -0.50; O -0.80; O -0.54; N 0.23; N 1.75; N 0.33; C -1.07; C -1.53; C -1.89; C -0.86; C -0.86; C -2.27; C 1.43; C -0.23; C -0.12; C 0.45; C -0.73; C -1.34; C -1.89; C -0.31; C -0.84; C 0.53; C -0.42; C -1.83; C -0.40; C 2.55; C -1.55; C -0.01; C 0.35; C -0.70; C -1.30; C 2.18; C -0.09; C -1.15; C -0.76; C -1.14; C -1.29; C -0.80; C -0.83; C -0.64; C -0.58; C -1.86; C 1.75; C 1.55; C 1.92; C -2.03; C -1.58; C -1.74; C -0.95; C -0.74; C -0.22; C 0.24; C -1.04; H 0.49; H 0.44; H -0.07; H 0.17; H -0.14; H 0.09; H 0.39; H 0.66; H 0.42; H 0.22; H 0.23; H 0.39; H 0.44; H 0.40; H 0.37; H 0.26; H 0.31; H 0.42; H -0.17; H 0.84; H -0.34; H 0.30; H 0.11; H 0.45; H 0.11; H -0.03; H 0.39; H 0.30; H -0.29; H -0.35; H -0.08; H 0.48; H 0.12; H 0.34; H -0.67; H 0.33